{
  "formula": "C39H39N9O2SW",
  "method": "ωB97M-V/def2-TZVPD",
  "symbols": ["W", "C", "C", "C", "C", "C", "C", "N", "C", "C", "C", "C", "C", "C", "N", "N", "C", "C", "C", "C", "C", "N", "H", "H", "H", "H", "H", "H", "H", "H", "H", "H", "H", "H", "H", "N", "C", "C", "C", "C", "C", "C", "S", "O", "O", "N", "C", "N", "C", "C", "C", "N", "H", "H", "H", "H", "H", "H", "H", "H", "H", "C", "C", "C", "C", "C", "C", "C", "C", "C", "C", "C", "C", "N", "H", "H", "H", "H", "H", "H", "H", "H", "H", "H", "H", "H", "H", "H", "H", "H", "H"],
  "positions_angstrom": [[0.35342, -0.74972, -0.09488], [4.25657, -1.48795, -4.05103], [3.03830, -2.12394, -4.25292], [1.89565, -1.66768, -3.61531], [1.95602, -0.55930, -2.77206], [3.17558, 0.07470, -2.57647], [4.32036, -0.38711, -3.20836], [0.79589, -0.11602, -2.08796], [-0.28362, 0.23124, -2.87485], [-0.30183, 0.44520, -4.25835], [-1.48662, 0.80739, -4.87509], [-2.67572, 0.96139, -4.15600], [-2.67738, 0.77561, -2.78729], [-1.48242, 0.42453, -2.16817], [-1.28568, 0.25526, -0.82053], [-2.23756, -0.22206, -0.00752], [-1.89354, -0.00843, 1.29657], [-2.83508, -0.22198, 2.30582], [-2.44972, 0.05320, 3.59664], [-1.13604, 0.48772, 3.86676], [-0.23590, 0.56690, 2.83106], [-0.60117, 0.33808, 1.56014], [5.14866, -1.85112, -4.54409], [2.98075, -2.98916, -4.90183], [0.94794, -2.17369, -3.74894], [3.21274, 0.92742, -1.91707], [5.26512, 0.11399, -3.03777], [0.60272, 0.33287, -4.84019], [-1.49053, 0.97548, -5.94472], [-3.58710, 1.22979, -4.67243], [-3.56947, 0.89231, -2.18731], [-3.81570, -0.58301, 2.03660], [-3.15105, -0.06979, 4.41176], [-0.81408, 0.70665, 4.87378], [0.80913, 0.79137, 2.99428], [1.99972, -8.09426, -3.29510], [1.46401, -7.02944, -2.58461], [1.49043, -7.02236, -1.18923], [0.91329, -5.97907, -0.48760], [0.30513, -4.94308, -1.17738], [0.27109, -4.92792, -2.56275], [0.84298, -5.97238, -3.26087], [-0.39212, -3.59030, -0.18497], [-1.81924, -3.79466, -0.10850], [-0.01412, -2.42100, -1.16291], [-0.02515, -2.25922, 1.18612], [0.59148, -2.78061, 2.27755], [1.27833, -1.94109, 3.07440], [1.87883, -2.47650, 4.12539], [1.83085, -3.82929, 4.42097], [1.10828, -4.60756, 3.53094], [0.49903, -4.11251, 2.46743], [2.69902, -8.63280, -2.81084], [2.24958, -7.89804, -4.25047], [1.96448, -7.83908, -0.65853], [0.93231, -5.95814, 0.59608], [-0.19924, -4.10543, -3.08474], [0.81232, -5.97835, -4.34365], [2.43440, -1.78675, 4.75372], [2.33136, -4.25111, 5.27893], [1.01994, -5.68049, 3.67287], [4.17322, 2.96919, -0.26896], [3.30873, 2.27924, 0.80169], [1.83565, 2.44540, 0.43803], [3.88089, 0.89026, 1.09011], [5.12766, 0.91207, 1.71849], [5.84234, -0.23781, 1.97632], [5.32366, -1.46720, 1.59093], [4.08489, -1.55877, 0.98604], [3.51817, -2.90182, 0.57226], [3.67694, -3.10330, -0.94072], [4.11678, -4.09202, 1.31527], [3.33859, -0.36890, 0.76386], [2.03133, -0.51353, 0.34682], [3.80980, 3.98322, -0.44551], [4.13437, 2.42929, -1.21425], [5.21838, 3.02807, 0.03224], [3.46236, 2.84480, 1.72710], [1.60047, 2.05052, -0.55233], [1.60847, 3.51344, 0.42926], [1.16159, 1.97769, 1.15202], [5.54093, 1.87070, 2.01033], [6.80083, -0.18358, 2.47658], [5.89115, -2.36567, 1.79165], [2.45036, -2.88371, 0.78679], [4.73603, -3.10174, -1.20884], [3.18642, -2.30867, -1.49840], [3.24117, -4.05860, -1.24581], [5.17480, -4.22189, 1.07848], [3.60380, -5.00247, 0.99833], [4.01132, -3.99518, 2.39768]],
  "atomic_forces_ev_per_a": [[-0.33, 2.12, 0.05], [-0.02, 0.02, 0.01], [-0.01, 0.00, -0.01], [0.06, -0.03, -0.05], [-0.04, -0.04, -0.04], [-0.01, 0.02, 0.00], [0.01, -0.02, -0.02], [-0.05, 0.45, -0.10], [0.27, -0.07, 0.24], [-0.15, -0.02, -0.30], [0.26, -0.06, -0.04], [-0.09, -0.07, 0.26], [-0.10, 0.04, -0.29], [0.01, 0.23, 0.61], [0.96, -1.71, -0.63], [-0.80, 1.20, 1.26], [-0.52, -0.28, -1.64], [0.13, 0.10, 1.12], [-0.33, -0.19, -0.41], [0.43, 0.10, -0.35], [-0.12, 0.24, 0.84], [0.31, -1.31, -0.69], [0.01, 0.00, 0.00], [0.00, -0.01, -0.01], [0.01, 0.05, -0.01], [-0.04, -0.02, 0.02], [0.00, 0.01, 0.00], [0.00, 0.01, 0.00], [0.02, 0.02, 0.00], [-0.02, 0.01, 0.01], [-0.01, 0.01, 0.00], [-0.03, 0.05, 0.00], [-0.02, 0.01, -0.01], [0.01, 0.01, 0.01], [-0.02, 0.01, 0.00], [-0.01, 0.16, 0.08], [0.05, -0.12, -0.08], [-0.03, 0.02, 0.05], [0.01, -0.11, 0.02], [0.50, -0.21, 1.35], [-0.12, 0.40, -0.14], [-0.03, 0.00, 0.12], [-1.37, 2.52, -0.94], [0.63, -0.54, 0.15], [-0.19, -1.04, -0.16], [0.03, -1.45, -0.36], [0.52, -0.39, 0.66], [-0.39, -0.04, -0.38], [0.01, -0.05, 0.12], [-0.09, 0.06, -0.08], [0.05, -0.12, 0.16], [-0.01, 0.17, -0.25], [-0.01, -0.02, -0.01], [-0.01, -0.03, -0.01], [0.00, 0.01, 0.01], [0.03, -0.03, -0.04], [0.02, -0.04, 0.00], [-0.03, 0.03, 0.00], [0.00, 0.00, -0.01], [0.01, -0.01, -0.01], [0.02, 0.00, -0.01], [-0.03, 0.02, 0.09], [-0.01, 0.05, -0.03], [0.01, -0.04, 0.00], [0.04, -0.04, -0.07], [0.04, -0.08, 0.00], [0.02, 0.02, 0.01], [0.06, 0.02, -0.04], [-0.14, 0.04, 0.10], [0.08, -0.06, -0.19], [-0.01, 0.02, 0.15], [-0.03, 0.03, 0.01], [0.02, 0.21, 0.08], [0.31, -0.26, -0.14], [0.01, 0.01, -0.01], [0.01, 0.05, -0.01], [0.02, 0.00, 0.00], [-0.01, -0.02, 0.03], [0.02, -0.01, 0.02], [-0.01, 0.02, -0.04], [0.11, 0.06, -0.03], [0.00, 0.01, 0.01], [0.01, 0.00, -0.01], [0.01, 0.00, -0.01], [0.01, 0.03, -0.01], [0.01, -0.02, -0.02], [0.05, -0.06, 0.05], [0.00, -0.02, -0.03], [0.00, -0.02, 0.00], [-0.02, -0.03, 0.03], [0.03, 0.00, -0.01]],
  "lowdin_charge": [1.729, -0.098, -0.082, -0.054, -0.314, -0.029, -0.073, -0.087, -0.239, -0.022, -0.093, -0.100, -0.019, -0.232, -0.173, 0.068, -0.395, -0.011, -0.065, -0.075, -0.161, -0.046, 0.100, 0.102, 0.107, 0.078, 0.106, 0.109, 0.098, 0.096, 0.107, 0.115, 0.104, 0.098, 0.106, 0.105, -0.312, -0.025, -0.079, -0.293, -0.055, -0.013, 0.886, -0.301, -0.517, -0.178, -0.493, 0.143, -0.118, -0.061, -0.133, 0.114, 0.092, 0.092, 0.114, 0.098, 0.114, 0.117, 0.116, 0.099, 0.113, -0.059, -0.358, -0.081, -0.125, -0.059, -0.074, -0.038, -0.132, -0.366, -0.032, -0.068, -0.218, -0.123, 0.082, 0.060, 0.073, 0.131, 0.058, 0.084, 0.031, 0.112, 0.101, 0.101, 0.083, 0.095, 0.044, 0.077, 0.076, 0.071, 0.073],
  "gap_ev": [4.27, 4.25]
}